1.
This record from the Open Molecules 2025 dataset describes a structure of composition C27H35AuBN2OS3Sb in a non-equilibrium geometry. The level of theory is ωB97M-V/def2-TZVPD.

ORCA input file:
```
! RIJCOSX wB97M-V def2-TZVPD def2/J DEFGRID3
* xyz -1 2
Au -1.30549 -0.84987 1.55626
S -2.10445 -1.03761 6.60425
Sb -1.11613 -1.98921 4.80289
S -2.77405 -1.93102 2.94711
S -0.27046 -0.06279 3.44324
B -4.68062 -1.50845 -1.60822
C -3.32514 -1.55224 -0.77879
N -2.34219 -1.57248 -0.16865
H -5.55121 -1.29653 -0.78628
H -4.83479 -2.58278 -2.15055
H -4.58419 -0.59423 -2.40505
C -5.15037 2.29339 2.11634
C -3.97910 2.62588 1.23323
C -3.94876 3.78136 0.45952
C -2.86290 4.06664 -0.37341
C -2.84529 5.33111 -1.19431
C -1.80623 3.18868 -0.44597
C -1.78461 1.97546 0.31450
C -2.91212 1.75696 1.16559
N -0.82582 1.02788 0.30316
C 0.43792 0.98736 -0.46623
C 0.35392 -0.24440 -1.38848
C 1.69343 -0.48651 -2.09090
C 2.78192 -0.72581 -1.04157
C 2.90187 0.50860 -0.14456
C 3.27265 1.72635 -0.99045
C 2.17453 1.95410 -2.02960
C 2.06568 0.72960 -2.94019
C 0.82614 2.19324 -1.33828
C 1.56575 0.76229 0.55736
H -5.81562 3.14902 2.23091
H -4.81313 1.97202 3.10174
H -5.71957 1.46769 1.68596
H -4.78086 4.47576 0.50400
H -3.73941 5.92728 -1.01723
H -2.79821 5.10393 -2.26061
H -1.97640 5.94450 -0.95007
H -1.00030 3.45113 -1.10170
H -2.94698 0.87986 1.79153
H -0.44742 -0.09134 -2.11714
H 0.07801 -1.11976 -0.79542
H 1.59720 -1.36793 -2.73201
H 3.73995 -0.93353 -1.52918
H 2.52852 -1.59633 -0.43378
H 3.66785 0.33401 0.61613
H 4.23189 1.56506 -1.49276
H 3.37796 2.60901 -0.35195
H 2.41296 2.83790 -2.62922
H 3.02020 0.55510 -3.44695
H 1.30725 0.89834 -3.71100
H 0.07544 2.34452 -2.11661
H 0.89200 3.09458 -0.72376
H 1.63257 1.63895 1.20867
H 1.31223 -0.08267 1.20092
C 0.17191 -4.30242 -0.21312
C 0.87427 -3.64224 0.94401
O 0.25968 -3.16985 1.87225
C 2.38117 -3.52888 0.93407
C 3.17225 -4.16675 -0.01184
C 4.55356 -4.02716 0.02878
C 5.13744 -3.24463 1.01486
C 4.34583 -2.60520 1.96260
C 2.96834 -2.74918 1.92668
H -0.90036 -4.16788 -0.09035
H 0.41045 -5.36782 -0.24223
H 0.48985 -3.86277 -1.16083
H 2.71636 -4.77540 -0.78254
H 5.17043 -4.52849 -0.70568
H 6.21438 -3.13645 1.04870
H 4.80265 -1.99850 2.73376
H 2.32578 -2.25845 2.64845
*
```

E_HOMO (alpha / beta) (eV): -3.81 / -3.81

2.
This record from the Open Molecules 2025 dataset describes a structure of composition C27H35ClIrN2O5S in a non-equilibrium geometry. The level of theory is ωB97M-V/def2-TZVPD.

ORCA input file:
```
! RIJCOSX wB97M-V def2-TZVPD def2/J DEFGRID3
* xyz -1 5
Ir -0.10761 0.02051 -0.03929
Cl 1.46858 -0.12663 -1.61534
N 0.03413 2.03858 0.01203
N -0.08385 -2.01560 0.21615
C -0.90864 2.86457 -0.40884
C -0.90030 -2.85847 -0.38546
C 1.16671 2.83587 0.56016
C 0.48852 4.18462 0.76086
C 2.29576 2.98471 -0.45239
C 1.70097 2.22766 1.83877
H 1.90431 3.13416 -1.46747
H 2.95478 2.11130 -0.43909
H 2.87606 3.87220 -0.16470
H 0.94072 2.28182 2.62228
H 2.58326 2.79848 2.14872
H 1.99129 1.18168 1.68547
C 0.89508 -2.79587 1.02579
C 0.65815 -4.21266 0.52790
C 0.54166 -2.71072 2.49493
C 2.33075 -2.35144 0.82826
H 2.61363 -2.40226 -0.22686
H 2.96115 -3.04289 1.40161
H 2.48574 -1.33698 1.21120
H -0.49174 -3.02970 2.66499
H 0.65402 -1.68712 2.86327
H 1.22347 -3.37489 3.04088
O -0.58048 -4.13804 -0.24609
H 0.50996 -4.94490 1.32974
H 1.44803 -4.56782 -0.14647
O -0.69207 4.13948 -0.11887
H 1.09007 5.05173 0.47128
H 0.12497 4.30565 1.79228
C -2.12601 2.46272 -1.15557
C -2.07879 -2.50824 -1.21690
C -1.72513 -1.25291 -1.91960
H -2.92391 -2.34758 -0.52682
H -2.30591 -3.34088 -1.88992
C -1.92559 -0.02453 -1.18067
C -1.76440 1.22465 -1.89640
H -2.64719 -0.03775 -0.35297
C -1.26092 1.23073 -3.18471
C -1.01082 0.01504 -3.83633
C -0.92667 2.52741 -3.87875
C -1.21927 -1.21968 -3.20682
H -0.63844 0.02920 -4.86420
C -0.83423 -2.49397 -3.91801
H -0.53276 -2.26012 -4.94539
H -1.67129 -3.20004 -3.95784
H 0.01394 -2.99454 -3.42583
H -1.77298 3.22226 -3.86261
H -0.66493 2.32359 -4.92283
H -0.06427 3.03005 -3.41409
H -2.44206 3.28476 -1.80820
H -2.91005 2.24905 -0.40884
C -2.03654 2.10648 8.37203
C -2.08655 1.75531 6.91703
C -2.92027 0.70000 6.53112
C -2.94750 0.30456 5.20592
C -2.07472 0.87979 4.28308
C -1.36244 2.03724 4.62518
C -1.33736 2.45670 5.96040
S -2.00772 0.01308 2.72431
O -2.01266 -1.39519 3.10017
O -3.14119 0.50574 1.94217
O -0.67611 0.44831 2.11033
H -3.04287 2.34121 8.76842
H -1.67275 1.22641 8.93424
H -1.36395 2.95715 8.56771
H -3.56209 0.19082 7.25366
H -3.61780 -0.47600 4.87626
H -0.86085 2.59164 3.83970
H -0.75047 3.34173 6.24518
*
```

E_HOMO (alpha / beta) (eV): -0.34 / -3.93

3.
This record from the Open Molecules 2025 dataset describes a structure of composition C27H35ClN4O4P2Sn in a non-equilibrium geometry. The level of theory is ωB97M-V/def2-TZVPD.

ORCA input file:
```
! RIJCOSX wB97M-V def2-TZVPD def2/J DEFGRID3
* xyz 0 1
Sn 5.41775 -2.48738 4.29101
C 1.53493 -4.44142 2.53713
C 1.87407 -3.53362 1.60391
C 1.04333 -2.39081 1.12326
C 1.14142 -1.03327 1.87792
C 1.08114 -1.04448 3.37419
C 0.45520 -1.96040 4.13489
C -0.39868 -3.07848 3.62626
C 0.28772 -4.44704 3.35850
C 4.01736 -1.36409 5.57044
H 2.24496 -5.22991 2.79920
H 2.89193 -3.55344 1.19732
H -0.00935 -2.69180 1.08181
H 1.37648 -2.18691 0.09075
H 2.07677 -0.53298 1.57546
H 0.31434 -0.40502 1.50324
H 1.68941 -0.26725 3.85285
H 0.61186 -1.98262 5.22111
H -0.92247 -2.75766 2.71778
H -1.13664 -3.28175 4.42118
H 0.53570 -4.92884 4.31954
H -0.46184 -5.09196 2.86642
H 4.17730 -1.72287 6.59652
H 2.93895 -1.40441 5.33888
H 4.39177 -0.33152 5.48135
P -1.16269 2.97450 -1.25219
P -0.12272 0.78045 -3.09676
N -2.44974 3.11473 -0.08644
N -1.05999 4.75464 -1.49234
N -1.16882 -0.62973 -2.99213
N 0.63624 0.26384 -4.59523
C -2.21946 2.58813 -2.72801
C -1.36245 1.93361 -3.82768
C -2.48146 2.32594 1.07187
C -3.70798 2.48428 1.69452
C -4.47629 3.40812 0.90321
C -3.68217 3.77147 -0.18346
C 0.09734 5.46353 -1.14965
C -0.01225 6.76994 -1.60773
C -1.28035 6.88489 -2.26011
C -1.89776 5.64298 -2.16665
C -1.04344 -1.54359 -1.93827
C -2.09993 -2.44987 -1.99731
C -2.91700 -2.07746 -3.11885
C -2.32276 -0.96186 -3.70634
C 0.09523 -0.32093 -5.74678
C 1.04271 -0.28815 -6.76353
C 2.20688 0.36325 -6.23228
C 1.93131 0.69437 -4.92066
H -2.72754 3.48212 -3.11638
H -3.01306 1.90203 -2.39608
H -2.00650 1.45680 -4.57616
H -0.79210 2.70314 -4.36775
H -1.61889 1.73112 1.32175
H -4.04208 1.98176 2.59465
H -5.48909 3.73504 1.10033
H -3.89864 4.43942 -0.99693
H 0.88731 4.96506 -0.61187
H 0.72212 7.55821 -1.49288
H -1.68607 7.77121 -2.73938
H -2.86826 5.34219 -2.53348
H -0.21482 -1.45708 -1.25991
H -2.26666 -3.27713 -1.33030
H -3.81699 -2.57073 -3.44789
H -2.63417 -0.40170 -4.57146
H -0.90198 -0.72957 -5.75203
H 0.92124 -0.66545 -7.77595
H 3.12764 0.57458 -6.77264
H 2.52285 1.19290 -4.16708
O 4.67845 -6.15000 6.03655
Cl 4.36454 -4.76477 6.13612
O 3.89620 -4.39275 7.43607
O 5.68732 -3.91512 5.83951
O 3.45333 -4.30844 5.07506
*
```

E_HOMO (eV): -8.46